The following is a quantum chemistry calculation of one molecule with the formula C6H12N2, from OMol25.

Positions of all 20 atoms, in Å:
C: -0.204 -0.836 -1.780
C: 1.524 -1.654 -0.102
C: -1.982 1.098 0.896
N: 0.624 -0.612 -0.583
C: -0.920 -0.596 -0.500
C: 0.512 1.144 -0.067
C: 1.174 1.349 1.103
N: -1.109 0.766 -0.208
H: -0.173 -0.040 -2.517
H: -0.182 -1.844 -2.175
H: -1.420 -1.401 0.031
H: 0.689 1.864 -0.860
H: 2.388 -1.745 -0.766
H: 1.861 -1.369 0.895
H: 1.017 -2.621 -0.062
H: -1.891 0.410 1.750
H: -1.744 2.108 1.238
H: -3.021 1.086 0.552
H: 1.086 0.651 1.927
H: 1.769 2.243 1.227

Computed properties:
highest occupied orbital energy: -6.9 eV
HOMO-LUMO gap: 7.83 eV
multiplicity: 1
net charge: 0
energy relative to the best compared isomer or geometry (same formula, charge and spin): 483.5 kJ/mol
E: -9391.8381 eV



The following is a quantum chemistry calculation of a 2-piece molecular cluster, C3H6N3O4 overall, from OMol25.

Positions of all 16 atoms, in Å:
C: 0.115 2.088 -0.248
C: -0.652 -0.313 1.576
C: -1.360 0.202 0.575
N: -1.049 1.413 -0.169
N: 1.310 -0.956 -0.619
N: 1.090 -1.796 0.232
O: 0.002 3.266 -0.561
O: 1.097 -1.353 -1.936
O: 0.757 -3.006 -0.200
O: 1.258 1.498 -0.010
H: 0.170 0.271 1.844
H: -1.007 -1.328 1.889
H: -2.353 -0.189 0.125
H: 0.803 -2.346 -1.916
H: -1.698 2.106 -0.467
H: 1.516 0.445 -0.115

Computed properties:
highest occupied orbital energy: -4.6 eV
HOMO-LUMO gap: 8.44 eV
multiplicity: 1
net charge: -1
energy relative to the best compared isomer or geometry (same formula, charge and spin): 3.0 kJ/mol
E: -15866.2588 eV



The following is a quantum chemistry calculation of C38H31AsCl8IrN2O3S7 as an isolated structure, from OMol25.

Positions of all 91 atoms, in Å:
Ir: -18.116 6.541 16.185
S: -20.742 12.009 17.285
As: -21.605 10.575 15.964
S: -20.211 8.679 14.964
S: -20.031 7.453 16.662
S: -22.586 11.628 14.295
O: -19.162 5.115 19.450
S: -18.606 5.403 20.787
C: -17.264 6.709 20.646
C: -17.731 7.868 19.783
C: -16.614 8.913 19.674
C: -15.391 8.623 18.810
S: -15.533 8.784 16.931
O: -16.948 8.297 16.321
C: -15.836 10.551 16.833
C: -14.747 11.408 17.116
C: -14.874 12.784 16.915
C: -16.153 13.331 16.606
C: -17.266 12.497 16.454
C: -17.143 11.104 16.581
C: -19.821 6.407 21.592
C: -21.031 6.673 20.988
C: -22.051 7.061 21.787
C: -21.909 7.377 23.127
C: -20.618 7.303 23.690
C: -19.575 6.811 22.917
H: -16.344 6.209 20.321
H: -17.156 6.961 21.669
H: -18.567 8.268 20.349
H: -18.114 7.499 18.865
H: -16.236 9.049 20.709
H: -17.043 9.919 19.419
H: -15.100 7.622 19.054
H: -14.540 9.303 18.925
H: -13.884 10.882 17.398
H: -14.018 13.465 16.994
H: -16.269 14.433 16.637
H: -18.272 12.886 16.293
H: -17.944 10.492 16.376
H: -21.185 6.341 19.955
H: -23.024 7.195 21.352
H: -22.778 7.612 23.691
H: -20.398 7.555 24.706
H: -18.523 6.752 23.312
Cl: -21.366 4.774 16.088
C: -19.889 3.866 15.953
C: -18.711 4.600 16.073
C: -17.595 3.878 16.304
Cl: -16.170 4.903 16.554
C: -17.495 2.482 15.995
Cl: -16.018 1.680 16.395
C: -18.716 1.800 15.606
Cl: -18.541 0.113 15.273
C: -19.914 2.537 15.538
Cl: -21.298 1.660 14.939
Cl: -11.775 12.983 9.212
C: -13.189 11.943 9.510
C: -13.924 12.190 10.688
C: -14.565 11.088 11.298
C: -14.768 9.854 10.640
C: -15.930 9.018 11.275
C: -15.636 7.521 11.255
N: -16.502 6.915 12.303
C: -17.318 5.742 12.023
C: -17.993 5.538 13.210
N: -17.581 6.441 14.133
C: -16.629 7.201 13.578
O: -17.185 9.180 10.564
C: -17.769 10.514 10.646
C: -19.221 10.494 10.401
C: -19.840 9.829 9.352
Cl: -19.029 8.977 8.158
S: -21.580 10.093 9.283
C: -21.529 10.844 10.747
C: -20.244 11.013 11.227
C: -14.110 9.654 9.417
Cl: -14.199 8.374 8.145
C: -13.282 10.703 8.955
H: -13.954 13.193 11.134
H: -14.918 11.190 12.338
H: -16.068 9.487 12.284
H: -14.616 7.227 11.488
H: -15.849 7.105 10.255
H: -17.413 5.255 11.034
H: -18.768 4.826 13.521
H: -16.132 7.998 14.052
H: -17.272 11.122 9.898
H: -17.476 10.956 11.654
H: -22.408 11.091 11.371
H: -20.132 11.517 12.147
H: -12.668 10.518 8.095

Computed properties:
<S²>: 8.78
highest occupied orbital energy (alpha / beta): -5.6 / -7.3 eV
HOMO-LUMO gap (alpha / beta): 5.32 / 5.15 eV
multiplicity: 6
net charge: 0
energy relative to the best compared isomer or geometry (same formula, charge and spin): 223.6 kJ/mol
E: -288726.7125 eV



The following is a quantum chemistry calculation of C15H9BaCl3NO2Se as an isolated structure, from OMol25.

Positions of all 32 atoms, in Å:
Ba: -0.915 -0.544 0.136
Cl: 5.857 -1.483 4.507
C: 4.535 -1.344 3.372
C: 4.811 -1.421 1.997
C: 3.798 -1.323 1.090
Cl: 4.151 -1.428 -0.607
C: 2.422 -1.137 1.471
O: 1.503 -1.069 0.605
C: 2.198 -1.054 2.877
C: 0.879 -0.870 3.435
O: -0.176 -0.675 2.845
C: 3.255 -1.170 3.801
H: 5.829 -1.561 1.657
H: 0.849 -0.934 4.539
H: 3.033 -1.112 4.860
Se: -5.574 -3.356 -1.187
C: -3.999 -2.485 -1.133
N: -2.973 -1.933 -1.095
Cl: -3.458 1.731 0.150
C: -2.864 1.715 -1.501
C: -3.758 1.407 -2.510
C: -3.328 1.347 -3.822
C: -1.979 1.586 -4.086
C: -1.094 1.886 -3.074
C: -1.490 1.987 -1.709
C: -0.556 2.193 -0.651
H: -4.787 1.190 -2.254
H: -4.018 1.091 -4.614
H: -1.618 1.529 -5.107
H: -0.051 2.067 -3.308
H: -0.925 2.661 0.257
H: 0.443 2.509 -0.937

Computed properties:
highest occupied orbital energy: -3.9 eV
HOMO-LUMO gap: 5.85 eV
multiplicity: 1
net charge: -1
energy relative to the best compared isomer or geometry (same formula, charge and spin): 0.0 kJ/mol
E: -124897.8001 eV



The following is a quantum chemistry calculation of a 2-piece molecular cluster, C3H10NO3 overall, from OMol25.

Positions of all 17 atoms, in Å:
C: -1.965 -0.939 1.149
C: 2.444 1.081 -0.572
C: -0.680 -0.598 0.438
N: -0.943 0.483 -0.603
O: 3.628 1.479 -0.762
O: 1.481 1.550 -1.180
O: -0.169 -1.797 -0.145
H: -1.966 -1.991 1.381
H: -2.248 -0.389 2.077
H: -2.891 -0.804 0.491
H: 2.470 0.094 -0.044
H: -1.248 0.013 -1.386
H: 0.098 0.984 -0.853
H: -1.545 1.239 -0.195
H: 3.844 2.195 -1.455
H: 0.071 -0.212 1.126
H: -0.382 -2.390 0.532

Computed properties:
highest occupied orbital energy: -15.5 eV
HOMO-LUMO gap: 12.52 eV
multiplicity: 1
net charge: +1
energy relative to the best compared isomer or geometry (same formula, charge and spin): 179.5 kJ/mol
E: -10898.6034 eV



The following is a quantum chemistry calculation of one molecule with the formula C3H6N4Si, from OMol25.

Positions of all 14 atoms, in Å:
C: -0.511 0.994 0.101
C: -1.916 1.223 0.217
C: -0.116 -0.378 -0.103
N: -2.864 0.244 0.153
N: -1.244 -1.184 -0.305
N: -2.507 -0.872 -0.146
N: 0.966 -0.996 0.026
Si: 2.557 -0.353 0.020
H: 0.144 1.782 0.180
H: -2.130 2.148 0.677
H: -1.109 -2.137 -0.461
H: 3.009 -0.126 1.276
H: 3.343 -1.271 -0.922
H: 2.378 0.927 -0.713

Computed properties:
highest occupied orbital energy: -9.1 eV
HOMO-LUMO gap: 8.87 eV
multiplicity: 1
structure (SMILES): [SiH3]/N=c1\ccnn[nH]1
net charge: 0
energy relative to the best compared isomer or geometry (same formula, charge and spin): 34.5 kJ/mol
E: -17043.5217 eV